{
  "formula": "C4H7O5Tl",
  "method": "the ωB97M-V functional and the def2-TZVPD basis",
  "species": ["H", "C", "C", "Tl", "H", "O", "H", "O", "O", "H", "O", "H", "C", "H", "H", "C", "O"],
  "coordinates": [[10.587170, -35.496874, 0.606815], [11.495444, -34.996869, 0.943165], [12.040014, -33.804405, 0.171112], [14.470667, -32.554566, -2.021714], [15.311199, -31.091168, -5.034515], [14.962545, -35.264934, -1.187938], [12.266848, -35.766781, 0.926730], [12.648984, -32.814303, 0.737849], [16.101437, -35.187685, -2.928019], [15.673819, -37.947379, -2.294375], [14.498732, -31.178135, -4.498921], [16.348977, -37.400322, -0.636906], [16.267569, -37.242529, -1.712351], [17.319524, -37.244748, -1.997827], [11.277926, -34.838796, 1.999479], [15.790914, -35.855456, -1.958240], [12.043793, -33.877270, -1.071505]],
  "atomic_forces_ev_per_a": [[0.106, 0.511, -0.870], [-0.482, -0.924, 1.156], [2.588, 3.429, 0.211], [-1.050, -1.150, -0.574], [-0.051, -0.301, 0.557], [-0.834, 0.407, 1.586], [0.207, 0.142, -0.219], [-1.107, -2.243, 0.274], [1.301, 0.353, -1.841], [0.120, -0.090, 0.372], [-0.099, -0.634, 1.294], [-0.766, -0.525, -0.009], [0.877, 0.428, 0.760], [-0.107, -0.175, -0.623], [0.404, 0.750, -0.060], [-0.864, 1.106, -0.447], [-0.243, -1.084, -1.566]],
  "mulliken_charge": [0.3114, -0.8552, 0.8294, 1.0393, 0.2804, -0.4947, 0.2092, -0.6447, -0.6294, 0.2453, -0.5743, 0.3168, -0.9515, 0.3068, 0.3115, 0.8629, -0.5629],
  "de_lowest_ev": 0.966,
  "homo_lumo_gap_ev": 3.712,
  "lumo_ev": -5.803,
  "energy_ev": -19185.3882,
  "spin_multiplicity": 1,
  "homo_ha": -0.3497
}